Model A:
Formula: C4H7N2O
Source: OMol25
Level of theory: ωB97M-V with the def2-TZVPD basis set

Total charge   +1
SMILES   C[C@@H]1C[C@@H]1N=[N+]=O
HOMO energy   -15.31 eV
Orbital gap   10.05 eV

Each line ends with the Löwdin charge.
Cartesian coordinates (Å):
C  -0.42375  1.41978  0.03414  -0.050
C  -0.92990  -0.00421  -0.29238  -0.192
C  -0.73788  -1.20493  0.66087  -0.004
C  0.16906  -1.12725  -0.58840  -0.196
N  1.36053  -0.71600  -0.24681  0.245
N  2.13857  0.07463  -0.00781  -0.007
O  2.98864  0.80668  0.19869  0.306
H  -1.23456  2.05668  0.61635  0.144
H  -0.28402  1.98644  -0.86581  0.073
H  0.51508  1.46490  0.62251  0.066
H  -1.85656  -0.07246  -0.99052  0.178
H  -0.18567  -0.85441  1.60465  0.152
H  -1.50348  -2.00466  0.60257  0.133
H  -0.01607  -1.82519  -1.34806  0.152

***

Model B:
Formula: C4H7N2O
Source: OMol25
Level of theory: ωB97M-V with the def2-TZVPD basis set

Total charge   +1
HOMO energy (alpha / beta)   -13.93 / -13.78 eV
Orbital gap (alpha / beta)   7.60 / 6.74 eV

Each line ends with the Löwdin charge.
Cartesian coordinates (Å):
C  0.68804  2.35702  0.65085  -0.150
C  -0.57165  1.56610  0.40388  0.114
C  -0.19653  0.36186  -0.10078  -0.189
C  0.20497  -1.73727  -1.08537  -0.071
N  1.36980  0.48325  -0.28221  0.249
N  -0.63670  -0.76571  -0.55585  0.010
O  1.73462  1.62911  0.17860  -0.022
H  0.71456  3.38395  -0.02279  0.233
H  1.06197  2.64045  1.75921  0.222
H  -1.48057  2.03463  0.57532  0.113
H  1.02008  -1.32681  -1.56622  0.053
H  -0.36491  -2.46934  -1.62311  0.102
H  0.75968  -2.32808  -0.19943  0.159
H  -1.59459  -1.07257  -0.54598  0.176

***

Model C:
Formula: C4H7N2O
Source: OMol25
Level of theory: ωB97M-V with the def2-TZVPD basis set

Total charge   +1
HOMO energy   -15.34 eV
Orbital gap   11.74 eV

Each line ends with the Löwdin charge.
Cartesian coordinates (Å):
C  -0.20792  -1.10210  0.17158  -0.260
C  -3.56836  0.50772  0.78151  0.102
C  0.35590  0.20856  0.63091  -0.122
C  0.50956  1.31139  -0.35971  -0.012
N  -1.03723  -0.36574  0.84363  0.173
N  0.00538  -2.22300  -0.43805  0.247
O  -4.42127  0.80130  0.12679  0.195
H  -2.06787  0.13510  1.04804  0.059
H  0.90952  0.10740  1.44141  0.093
H  -0.35038  1.65481  -0.74240  0.047
H  1.29551  1.15153  -1.13067  0.120
H  0.78586  2.17463  0.12161  0.063
H  0.92111  -2.51222  -0.74928  0.147
H  -0.75430  -2.71151  -0.90119  0.149

***

Model D:
Formula: C4H7N2O
Source: OMol25
Level of theory: ωB97M-V with the def2-TZVPD basis set

Total charge   +1
SMILES   C1=N[C@H]2O[C@H]2[NH2+]C1
HOMO energy   -14.43 eV
Orbital gap   10.26 eV

Each line ends with the Löwdin charge.
Cartesian coordinates (Å):
C  -0.40755  1.61144  -0.18461  -0.085
N  -1.51051  1.22182  0.30736  0.126
C  -1.95730  -0.07174  0.23365  -0.173
O  -1.52314  -0.94658  -0.82342  0.030
C  -0.80952  -1.22335  0.34609  -0.099
N  0.56228  -0.62950  0.12444  0.130
C  0.68321  0.71133  -0.62468  -0.034
H  -0.12873  2.62280  -0.12678  0.115
H  -2.99858  -0.37570  0.67500  0.198
H  -0.70443  -2.08849  0.93368  0.151
H  1.23149  -1.23672  -0.27562  0.168
H  0.90901  -0.55212  1.03796  0.157
H  0.47058  0.36945  -1.62413  0.134
H  1.70449  1.25206  -0.53628  0.182

***

Which of them is most stable? Easy: model C.

***

Model A:
Formula: C25H22F6N5O8PS3Ti
Source: OMol25
Level of theory: ωB97M-V with the def2-TZVPD basis set

Total charge   -2
HOMO energy   -2.33 eV
Orbital gap   6.75 eV

Each line ends with the Löwdin charge.
Cartesian coordinates (Å):
Ti  -0.60637  -0.24426  -1.05976  0.834
C  -4.20488  0.14640  1.54337  -0.012
C  -3.02745  -0.26352  0.71953  -0.259
N  -2.25079  0.58311  0.16868  -0.046
N  -2.35623  1.92685  0.40177  -0.007
C  -2.92939  2.64096  -0.53347  -0.989
N  -2.84481  4.01690  -0.31523  0.033
S  -3.79727  2.07437  -1.89388  0.434
C  -2.67696  -1.69518  0.58402  -0.195
C  -3.51033  -2.70025  1.06342  0.003
C  -3.11506  -4.01840  0.94569  -0.052
C  -1.89740  -4.31447  0.35985  -0.036
C  -1.12506  -3.26458  -0.10000  -0.103
N  -1.51000  -2.00091  0.00604  0.042
H  -4.41568  1.19679  1.36510  0.070
H  -3.97862  -0.00400  2.60308  0.097
H  -5.08371  -0.44557  1.29021  0.074
H  -2.00387  4.26101  0.19305  0.052
H  -2.94285  4.52230  -1.18106  0.045
H  -4.44608  -2.45123  1.53851  0.102
H  -3.75182  -4.81021  1.32010  0.103
H  -1.54521  -5.32969  0.24684  0.106
H  -0.16371  -3.43218  -0.56860  0.114
F  0.21015  -4.78049  -3.13482  0.071
C  -0.79636  -4.37304  -3.94740  -0.750
F  -0.47628  -4.69786  -5.19079  0.122
F  -1.88798  -5.08409  -3.61977  0.078
S  -1.20362  -2.61562  -3.53614  0.894
O  -1.40062  -0.71114  -2.33106  -0.424
O  -2.18952  -2.27347  -4.55844  -0.423
N  0.25958  -2.05465  -4.08260  -0.357
S  1.34445  -1.46601  -3.19495  0.573
O  1.02390  -1.40789  -1.74760  -0.425
O  2.01256  -0.30521  -3.69451  -0.263
C  2.72016  -2.74055  -3.14602  -0.655
F  2.66239  -3.49300  -2.04806  0.126
F  2.66973  -3.54892  -4.20712  0.121
F  3.91307  -2.13393  -3.15824  0.115
O  1.14408  -2.58101  3.60873  -0.069
C  0.75446  -1.71285  2.80668  -0.782
O  -0.41367  -1.40217  2.46924  -0.084
C  1.87751  -0.83609  2.16848  -0.255
P  1.17599  0.49310  1.12742  1.072
C  2.70444  1.31695  0.51633  -0.329
C  3.30971  0.76466  -0.61126  -0.090
C  4.47207  1.30734  -1.13843  -0.080
C  5.05151  2.41808  -0.54276  -0.109
C  4.46219  2.97509  0.58330  -0.099
C  3.29927  2.42991  1.10920  -0.080
C  0.52521  1.72779  2.29455  -0.353
C  0.31327  1.46099  3.64320  -0.070
C  -0.19718  2.44768  4.47848  -0.097
C  -0.49304  3.70589  3.97670  -0.111
C  -0.29018  3.97393  2.62876  -0.096
C  0.20183  2.98868  1.78850  -0.120
H  2.51501  -1.45493  1.53097  0.083
H  2.51894  -0.43639  2.95858  0.085
H  2.85021  -0.08451  -1.09815  0.072
H  4.90481  0.86841  -2.02931  0.101
H  5.95162  2.85463  -0.95972  0.089
H  4.90381  3.84633  1.05333  0.092
H  2.84729  2.88146  1.98260  0.099
H  0.51782  0.47754  4.04378  0.097
H  -0.36737  2.22402  5.52526  0.092
H  -0.89310  4.47301  4.63018  0.088
H  -0.53434  4.95019  2.22562  0.096
H  0.33076  3.19359  0.72893  0.085
O  0.40914  3.60355  -1.56551  -0.001
C  0.47838  2.54196  -2.15529  -0.459
O  0.04550  1.40676  -1.72656  -0.211
H  0.94596  2.46806  -3.15157  0.134

***

Model B:
Formula: C25H22F6N5O8PS3Ti
Source: OMol25
Level of theory: ωB97M-V with the def2-TZVPD basis set

Total charge   -2
HOMO energy   -1.60 eV
Orbital gap   5.35 eV

Each line ends with the Löwdin charge.
Cartesian coordinates (Å):
Ti  -0.14128  0.20514  0.07651  1.065
C  -1.72573  3.09858  2.67033  -0.006
C  -0.79674  2.15101  2.01354  -0.252
N  -1.24601  1.02677  1.54260  -0.088
N  -2.56479  0.83165  1.58717  -0.009
C  -3.06532  -0.39566  1.71066  -0.942
N  -4.38658  -0.44346  1.30941  0.048
S  -2.36258  -1.76320  2.41791  0.536
C  0.63972  2.35250  1.83117  -0.204
C  1.40380  3.27618  2.51037  0.008
C  2.78376  3.24950  2.36373  -0.047
C  3.36335  2.31682  1.53406  -0.032
C  2.53110  1.45126  0.84622  -0.094
N  1.21319  1.46837  0.99949  -0.004
H  -2.33982  2.57096  3.39939  0.088
H  -2.39160  3.49128  1.89624  0.080
H  -1.19431  3.92138  3.14711  0.067
H  -4.60264  0.24724  0.60238  0.085
H  -4.67681  -1.38139  1.08352  0.060
H  0.92520  3.99222  3.16221  0.103
H  3.40204  3.95347  2.90688  0.104
H  4.43217  2.27469  1.38701  0.110
H  2.91447  0.72137  0.14831  0.110
F  -1.68517  3.91263  -3.44677  0.121
C  -2.08448  2.73949  -2.95725  -0.673
F  -1.52451  1.76977  -3.67687  0.125
F  -3.41868  2.65498  -3.13778  0.102
S  -1.66203  2.59302  -1.14014  0.531
O  -1.80484  1.10915  -0.99917  -0.394
O  -2.70840  3.36666  -0.51020  -0.312
N  -0.25164  3.12752  -0.93726  -0.358
S  0.97617  2.30295  -2.03605  0.817
O  0.67673  0.82148  -1.53526  -0.636
O  2.23780  2.74399  -1.42938  -0.453
C  2.03206  1.42802  -4.20073  -0.458
F  1.42413  0.34826  -4.89955  -0.094
F  1.76467  2.49584  -5.06358  -0.078
F  3.39416  1.18118  -4.47900  -0.082
O  -2.05090  -2.43945  -2.20467  0.084
C  -1.06153  -1.91689  -1.75542  -0.627
O  -1.01881  -1.28139  -0.59742  -0.191
C  0.27910  -1.99112  -2.49186  -0.226
P  1.70314  -1.72062  -1.34624  1.120
C  1.83556  -3.36382  -0.51595  -0.314
C  0.72601  -4.18315  -0.30440  -0.066
C  0.81458  -5.30738  0.50670  -0.087
C  2.01248  -5.63834  1.12158  -0.113
C  3.12608  -4.83545  0.91512  -0.100
C  3.03340  -3.71025  0.11160  -0.092
C  3.13589  -1.79547  -2.49543  -0.333
C  4.36054  -1.33724  -2.00497  -0.114
C  5.49337  -1.31396  -2.80339  -0.095
C  5.41413  -1.73296  -4.12376  -0.105
C  4.19736  -2.16099  -4.63308  -0.090
C  3.06891  -2.19308  -3.82715  -0.084
H  0.30324  -1.16528  -3.21107  0.091
H  0.32808  -2.94005  -3.02153  0.094
H  -0.23225  -3.94519  -0.74673  0.098
H  -0.06757  -5.91409  0.67340  0.098
H  2.07029  -6.49680  1.78050  0.088
H  4.06518  -5.07124  1.40213  0.093
H  3.90594  -3.08152  -0.01706  0.089
H  4.41560  -0.96797  -0.98594  0.092
H  6.43154  -0.94739  -2.40393  0.094
H  6.28804  -1.69014  -4.76267  0.091
H  4.12072  -2.45884  -5.67171  0.098
H  2.12761  -2.50579  -4.25808  0.095
O  2.14059  -1.41454  2.94939  0.016
C  1.06350  -1.01059  2.56269  -0.491
O  0.66670  -1.01921  1.31998  -0.260
H  0.31133  -0.64373  3.27454  0.102

***

Which of them is most stable? Easy: model A.